No. 1
An isolated ion of composition C5H14N2 and charge +2. Source: OMol25; level of theory: ωB97M-V with the def2-TZVPD basis set.

## Properties
HOMO energy, eV: -18.8
SMILES string: C=C([NH3+])C[C@H](C)[NH3+]
Frontier orbital gap, hartree: 0.4395

Geometry as ORCA input:
```
! wB97M-V def2-TZVPD RIJCOSX def2/J DEFGRID3
* xyz 2 1
C 0.055 -1.069 1.840
C -0.679 -0.273 1.093
N -1.885 0.359 1.730
C -0.641 -0.035 -0.386
C 0.761 -0.213 -0.972
C 1.696 0.888 -0.396
N 0.708 0.086 -2.501
H -0.034 -1.349 2.884
H 0.970 -1.533 1.477
H -2.765 0.028 1.306
H -2.063 0.031 2.686
H -1.842 1.379 1.722
H -1.327 -0.766 -0.847
H -1.113 0.899 -0.720
H 1.264 -1.177 -0.943
H 1.863 1.710 -1.100
H 2.696 0.538 -0.189
H 1.289 1.397 0.476
H 1.586 0.507 -2.792
H 0.747 -0.805 -3.018
H -0.109 0.557 -2.868
*
```


No. 2
A 2-piece molecular cluster, C4H10NO5S2 overall. Source: OMol25; level of theory: ωB97M-V with the def2-TZVPD basis set.

## Properties
HOMO energy, eV: -4.5
Frontier orbital gap, hartree: 0.2897

Geometry as ORCA input:
```
! wB97M-V def2-TZVPD RIJCOSX def2/J DEFGRID3
* xyz -1 1
C 1.077 2.497 -0.551
C -0.886 -1.203 1.906
C 0.615 1.012 -0.648
C -0.673 -0.497 0.627
N 0.058 0.609 0.576
O 2.992 0.409 0.459
O -2.721 0.874 0.066
O 1.500 -1.414 -0.269
O -1.743 -0.275 -1.960
O -0.662 -2.761 -1.032
S 2.217 -0.132 -0.625
S -2.285 -0.486 -0.557
H 0.888 2.854 0.483
H 0.566 2.983 -1.389
H 2.108 2.714 -0.879
H -0.166 -1.029 2.748
H -0.928 -2.255 1.646
H -2.042 -0.859 2.179
H 0.050 0.770 -1.533
H 0.648 1.027 1.325
H 0.209 -2.312 -0.692
H -0.823 -2.528 -1.879
*
```


LUMO for every record listed, in sequence, given in eV: -6.84, 3.38.
Molar mass for every record listed, in sequence, given in g mol⁻¹: 102.18, 216.26.